# C22H27AlNO2P2

A molecular structure, C22H27AlNO2P2 at a distorted geometry (ωB97M-V with the def2-TZVPD basis set, the Open Molecules 2025 dataset).

Values from the calculation:
- energy relative to the best compared isomer or geometry (same formula, charge and spin) (kcal per mole) = 34.2
- E_HOMO (alpha / beta) (eV) = -8.91 / -9.22
- total charge = +1
- 2S+1 = 1
- Kohn-Sham gap (alpha / beta) (eV) = 5.4 / 5.9

The geometry in XYZ format:
```
55
C22H27AlNO2P2, DFT ωB97M-V with the def2-TZVPD basis set
C -1.454 3.487 -2.048
C -1.265 2.147 -1.710
C 0.027 1.605 -1.811
C 1.129 2.407 -2.219
C 0.894 3.778 -2.536
C -0.390 4.291 -2.465
C 2.402 1.810 -2.158
C 2.543 0.413 -2.158
C 1.414 -0.354 -1.749
C 1.492 -1.762 -1.587
C 2.723 -2.369 -1.836
C 3.848 -1.650 -2.276
C 3.781 -0.268 -2.409
H -2.439 3.937 -1.968
H 1.753 4.394 -2.827
H -0.557 5.349 -2.688
H 3.285 2.418 -2.331
H 2.798 -3.446 -1.701
H 4.786 -2.180 -2.442
H 4.658 0.307 -2.714
N 0.275 0.330 -1.338
Al -0.339 -0.128 0.353
C -2.424 1.359 -1.180
H -2.557 0.385 -1.657
H -3.350 1.928 -1.209
C 0.326 -2.574 -1.056
H -0.597 -2.312 -1.592
H 0.560 -3.645 -1.090
P -2.232 1.073 0.623
P 0.033 -2.260 0.747
C 1.378 -3.191 1.501
H 1.299 -3.151 2.595
H 1.255 -4.223 1.134
H 2.347 -2.773 1.192
C -1.537 -3.100 1.085
H -1.363 -4.153 0.806
H -1.786 -3.012 2.153
H -2.347 -2.648 0.489
C -2.262 2.715 1.365
H -3.232 3.136 1.080
H -2.177 2.598 2.454
H -1.447 3.331 0.963
C -3.644 0.137 1.222
H -3.559 0.086 2.325
H -4.512 0.737 0.904
H -3.665 -0.863 0.757
C 1.342 0.282 2.169
O 2.347 -0.309 2.622
H 1.642 1.107 1.502
C -0.115 -1.288 3.899
C 0.011 -0.036 3.020
O -0.630 0.978 3.298
H -0.527 -2.164 3.410
H -0.786 -1.111 4.739
H 0.845 -1.553 4.351
```

---

# C16H22N4O3

C16H22N4O3 in the gas phase at a distorted geometry (ωB97M-V with the def2-TZVPD basis set, the Open Molecules 2025 dataset).

Values from the calculation:
- energy relative to the best compared isomer or geometry (same formula, charge and spin) (kcal per mole) = 117.5
- E_HOMO (eV) = -8.87
- total charge = 0
- SMILES string = CN(Cc1ccccc1)C(=O)CN(C#N)NC(=O)OC(C)(C)C
- 2S+1 = 1
- Kohn-Sham gap (eV) = 9.5

The geometry in XYZ format:
```
45
C16H22N4O3, DFT ωB97M-V with the def2-TZVPD basis set
C 2.783 -0.699 -1.111
N 2.518 0.450 -0.261
C 3.325 1.608 -0.575
C 4.384 1.778 0.545
C 4.480 2.970 1.354
C 5.433 3.233 2.303
C 6.472 2.276 2.509
C 6.580 1.179 1.589
C 5.505 0.874 0.671
C 1.214 0.631 0.291
O 0.866 1.714 0.727
C -0.010 -0.254 -0.013
N -0.860 0.484 -0.950
C -0.351 0.794 -2.142
N 0.267 1.018 -3.141
N -2.316 0.469 -0.796
C -3.005 -0.679 -0.453
O -2.397 -1.685 -0.369
O -4.356 -0.514 -0.164
C -5.221 -1.684 -0.196
C -4.970 -2.592 0.995
C -6.650 -1.036 -0.061
C -4.950 -2.408 -1.509
H 2.259 -1.611 -0.741
H 3.817 -0.844 -1.148
H 2.357 -0.611 -2.112
H 2.674 2.432 -0.707
H 3.840 1.653 -1.505
H 3.779 3.732 0.986
H 5.379 4.155 2.956
H 7.291 2.344 3.093
H 7.445 0.425 1.547
H 5.641 -0.008 0.096
H 0.273 -1.231 -0.306
H -0.457 -0.384 0.957
H -2.798 1.302 -0.548
H -5.772 -2.688 1.684
H -4.693 -3.636 0.722
H -4.071 -2.399 1.535
H -6.884 -0.803 0.974
H -6.681 -0.122 -0.612
H -7.383 -1.760 -0.477
H -4.827 -1.691 -2.311
H -5.836 -3.085 -1.804
H -4.093 -3.095 -1.524
```

---

# C24H26AsO3RuS6

A molecular structure, C24H26AsO3RuS6 at a distorted geometry (ωB97M-V with the def2-TZVPD basis set, the Open Molecules 2025 dataset).

Values from the calculation:
- energy relative to the best compared isomer or geometry (same formula, charge and spin) (kcal per mole) = 53.6
- E_HOMO (alpha / beta) (eV) = -7.87 / -7.85
- total charge = 0
- <S²> = 0.962
- 2S+1 = 2
- Kohn-Sham gap (alpha / beta) (eV) = 5.8 / 6.7

The geometry in XYZ format:
```
61
C24H26AsO3RuS6, DFT ωB97M-V with the def2-TZVPD basis set
Ru -0.339 0.990 -0.673
C 0.335 4.363 -2.238
C 0.817 4.758 -0.841
S 0.544 3.543 0.508
C -0.859 4.285 1.398
C -2.143 4.320 0.594
S -2.540 2.618 0.051
C -3.254 2.963 -1.597
C -2.267 3.258 -2.718
S -1.379 4.852 -2.646
H 0.445 3.290 -2.395
H 0.952 4.876 -2.976
H 0.372 5.699 -0.521
H 1.901 4.875 -0.862
H -0.554 5.287 1.700
H -0.970 3.663 2.288
H -2.051 4.956 -0.278
H -2.970 4.667 1.215
H -3.960 3.784 -1.470
H -3.808 2.053 -1.834
H -2.809 3.257 -3.665
H -1.508 2.489 -2.777
S 2.033 1.097 -1.142
C 2.881 -0.394 -0.779
C 4.267 -0.395 -0.949
C 5.005 -1.524 -0.648
C 4.375 -2.660 -0.153
C 3.002 -2.662 0.011
C 2.242 -1.535 -0.297
As 0.284 -1.560 -0.184
C 0.051 -1.114 1.692
C -1.063 -1.590 2.383
C -1.260 -1.246 3.709
C -0.356 -0.410 4.351
C 0.730 0.100 3.655
C 0.927 -0.234 2.322
C 0.036 -3.493 -0.227
C -0.083 -4.079 -1.483
C -0.230 -5.451 -1.593
C -0.269 -6.236 -0.450
C -0.146 -5.651 0.800
C 0.005 -4.276 0.918
H 4.754 0.497 -1.323
H 6.076 -1.523 -0.800
H 4.949 -3.542 0.097
H 2.509 -3.546 0.392
H -1.783 -2.207 1.858
H -2.127 -1.619 4.240
H -0.502 -0.150 5.392
H 1.433 0.756 4.153
H 1.775 0.176 1.784
H -0.080 -3.453 -2.367
H -0.321 -5.908 -2.570
H -0.397 -7.308 -0.534
H -0.165 -6.263 1.692
H 0.113 -3.828 1.895
O -3.976 -0.396 -1.554
S -2.664 -0.794 -1.119
O -2.220 -0.044 0.095
O -2.429 -2.213 -0.936
S -1.334 -0.169 -2.596
```